Model one:
Below is a 2-piece molecular cluster, C4H8O3 overall, with properties calculated with ωB97M-V/def2-TZVPD.

```
! RIJCOSX wB97M-V def2-TZVPD def2/J DEFGRID3
* xyz 0 1
C -1.192 1.430 -0.951
C -0.868 0.346 -0.256
C 0.053 0.291 0.939
O 0.213 -1.041 1.368
C 1.425 0.886 0.648
O 2.430 0.323 1.010
H -1.859 1.353 -1.804
H -0.822 2.424 -0.712
H -1.270 -0.619 -0.538
H -0.372 0.905 1.754
H 1.154 -1.122 1.615
H 1.452 1.857 0.120
O 0.207 -2.430 -1.274
H -0.703 -2.394 -1.589
H 0.152 -2.210 -0.331
*
```

The structure (SMILES) is C=C[C@@H](O)C=O.O. The calculation puts the HOMO energy at -10.14 eV. For the orbital gap, the calculation gives 0.3958 hartree.

---

Model two:
Below is a 3-piece molecular cluster, C4H8O3 overall, with properties calculated with ωB97M-V/def2-TZVPD.

```
! RIJCOSX wB97M-V def2-TZVPD def2/J DEFGRID3
* xyz 0 1
C 1.990 -0.262 2.466
C -1.515 1.233 -1.060
C -2.389 0.145 -1.057
O -2.105 -1.064 -0.841
C 2.133 0.892 1.695
O 1.517 1.187 0.658
H 1.236 -1.040 2.373
H 2.563 -0.232 3.401
H -0.400 1.166 -1.098
H -1.937 2.104 -1.466
H -3.469 0.368 -1.153
H 2.848 1.622 2.105
H 0.501 -1.031 -2.074
H -0.578 -1.651 -1.203
O 0.368 -1.753 -1.426
*
```

The calculation puts the HOMO energy at -7.76 eV. For the orbital gap, the calculation gives 0.1155 hartree.

---

Computed stability ranking, most favorable first: model one, model two